No. 1
A structure of composition C30H45NOPRu, computed with the ωB97M-V functional and the def2-TZVPD basis.

Expectation value of S² ... 8.7768
Calculated total energy ... -47235.3885 eV
HOMO-LUMO gap (alpha / beta) ... 0.20336 / 0.24145 Ha
ΔE to the lowest compared entry with this formula, charge and spin ... 4.576 eV
2S+1 ... 6

The geometry in XYZ format:
```
79
C30H45NOPRu (the ωB97M-V functional and the def2-TZVPD basis)
C -2.043 0.809 0.198
C -1.452 0.467 1.544
C -0.457 1.451 1.837
H -1.819 -0.191 2.277
C -0.301 2.308 0.712
C -1.241 1.947 -0.286
H -1.479 2.428 -1.210
H -3.029 0.595 -0.197
H 0.023 1.441 2.796
H 0.429 3.097 0.601
C 0.991 -2.190 -0.242
C -0.419 -2.226 -0.414
C -0.758 -1.325 -1.523
H -1.134 -2.914 0.040
C 0.501 -0.820 -2.040
C 1.546 -1.335 -1.214
H 2.592 -1.077 -1.345
H 1.440 -2.762 0.558
H -1.665 -1.342 -2.108
H 0.532 -0.241 -2.960
Ru -0.316 -0.052 -0.116
O 3.469 1.636 0.891
C 3.722 1.839 2.289
C 4.228 2.842 1.290
H 2.832 2.103 2.874
H 4.469 1.189 2.763
H 3.641 3.774 1.238
H 5.760 5.051 1.343
C 6.331 4.174 1.036
C 5.654 2.937 0.941
C 6.393 1.796 0.577
H 5.891 0.831 0.494
C 7.754 1.903 0.284
H 8.301 1.010 -0.024
C 8.409 3.136 0.375
H 9.475 3.207 0.148
C 7.688 4.277 0.759
H 8.196 5.240 0.836
C -4.246 0.007 2.214
C -3.871 -1.430 1.795
C -3.136 -2.269 2.832
C -5.222 -1.948 1.395
P -3.324 -1.731 -0.925
N -3.033 -1.505 0.649
C -3.652 -3.537 -1.009
C -5.062 -3.625 -1.596
C -2.554 -4.076 -1.908
C -3.504 -4.387 0.267
C -3.502 -0.655 -2.545
C -2.787 0.689 -2.862
C -3.227 -1.557 -3.793
C -4.992 -0.300 -2.500
H -4.905 -0.140 3.061
H -4.804 0.469 1.407
H -3.476 0.705 2.491
H -3.363 -1.945 3.861
H -3.430 -3.325 2.614
H -2.034 -2.283 2.646
H -5.714 -1.239 0.732
H -5.209 -2.904 0.899
H -5.759 -2.040 2.327
H -5.116 -3.151 -2.593
H -5.249 -4.704 -1.652
H -5.813 -3.151 -0.940
H -1.651 -4.250 -1.315
H -2.978 -5.016 -2.262
H -2.291 -3.424 -2.747
H -2.541 -4.216 0.768
H -4.318 -4.269 0.987
H -3.545 -5.406 -0.146
H -1.703 0.667 -2.742
H -2.975 1.000 -3.916
H -3.155 1.485 -2.213
H -3.772 -2.499 -3.688
H -3.549 -1.044 -4.722
H -2.166 -1.791 -3.911
H -5.572 -1.182 -2.200
H -5.130 0.469 -1.734
H -5.335 0.056 -3.497
```

=====

No. 2
An isolated molecule of C4H5NO2S, computed with the ωB97M-V functional and the def2-TZVPD basis.

Expectation value of S² ... 2.0118
Calculated total energy ... -20643.0597 eV
HOMO-LUMO gap (alpha / beta) ... 0.22333 / 0.25535 Ha
ΔE to the lowest compared entry with this formula, charge and spin ... 1.711 eV
2S+1 ... 3

The geometry in XYZ format:
```
13
C4H5NO2S (the ωB97M-V functional and the def2-TZVPD basis)
C 0.018 1.454 -0.090
C -0.558 0.256 -0.110
C 0.297 -0.899 -0.056
C -2.048 0.013 -0.078
N 1.834 -0.290 0.045
O 0.127 -2.060 0.185
O 2.933 -0.948 -0.409
S 1.724 1.418 -0.030
H -0.442 2.505 0.123
H -2.528 0.865 0.656
H -2.042 -0.986 0.268
H -2.568 -0.002 -0.977
H 3.254 -1.326 0.473
```

=====

No. 3
A structure of composition C15H31BaNO3P2, computed with the ωB97M-V functional and the def2-TZVPD basis.

Calculated total energy ... -42952.2391 eV
HOMO-LUMO gap (alpha / beta) ... 0.09764 / 0.09776 Ha
ΔE to the lowest compared entry with this formula, charge and spin ... 3.690 eV

The geometry in XYZ format:
```
53
C15H31BaNO3P2 (the ωB97M-V functional and the def2-TZVPD basis)
P 1.305 2.693 0.604
P -2.740 1.040 0.309
C -0.424 2.970 0.004
C -1.611 2.479 0.832
H -0.489 2.480 -0.986
H -0.505 4.072 -0.113
H -1.289 2.112 1.825
H -2.342 3.299 0.946
C -3.173 0.876 -1.484
H -2.807 -0.098 -1.850
H -2.795 1.689 -2.131
H -4.267 0.886 -1.585
C -4.309 1.823 0.900
H -4.686 2.559 0.172
H -4.116 2.348 1.847
H -5.096 1.078 1.084
C 2.454 3.221 -0.697
H 3.407 2.701 -0.536
H 2.658 4.298 -0.639
H 2.097 2.955 -1.701
C 1.632 3.729 2.030
H 0.730 3.797 2.652
H 1.937 4.739 1.708
H 2.452 3.276 2.607
Ba -0.477 2.349 -3.954
C -2.746 4.213 -2.641
C -2.700 3.750 -3.907
C -1.994 4.449 -5.046
C -0.735 5.284 -4.665
C 0.151 4.890 -3.493
C -0.070 5.164 -2.187
C -1.202 5.990 -1.674
C -2.598 5.650 -2.243
C 1.780 0.990 0.873
H -3.098 3.584 -1.822
H -3.256 2.841 -4.194
H -2.699 5.132 -5.542
H -1.755 3.717 -5.855
H -0.089 5.293 -5.562
H -1.059 6.322 -4.510
H 1.152 4.514 -3.801
H 0.766 5.098 -1.480
H -1.013 7.073 -1.803
H -1.266 5.834 -0.594
H -3.327 5.848 -1.437
H -2.882 6.371 -3.028
H 0.984 0.399 1.331
H 2.648 1.018 1.547
H 2.079 0.498 -0.057
O -0.959 -0.164 -3.625
N -0.279 -0.273 -2.527
O -0.117 -1.320 -1.930
O 0.264 0.838 -2.073
```

=====

No. 4
A structure of composition C32H41BBr54F8O2S, computed with the ωB97M-V functional and the def2-TZVPD basis.

Calculated total energy ... -3853482.2052 eV
HOMO-LUMO gap ... 0.30839 Ha

The geometry in XYZ format:
```
139
C32H41BBr54F8O2S (the ωB97M-V functional and the def2-TZVPD basis)
O -4.676 8.780 0.030
C -3.445 8.506 0.663
C -2.405 7.806 -0.243
C -2.977 7.336 -1.583
C -2.045 6.309 -2.256
B -2.134 4.853 -1.660
C -0.803 4.104 -1.258
C -0.623 2.965 -2.286
C 0.817 2.454 -2.336
S 0.758 0.634 -2.209
C -3.486 4.055 -1.442
C -4.212 4.550 -0.199
O -4.951 3.456 0.331
C -5.817 3.845 1.351
C -5.234 3.565 2.756
F -6.071 2.841 3.509
F -4.134 2.788 2.570
C -4.715 4.782 3.544
F -3.866 4.293 4.477
F -4.004 5.620 2.780
C -5.772 5.602 4.320
F -6.326 4.922 5.325
F -5.095 6.639 4.863
C -6.888 6.240 3.497
F -6.398 6.974 2.483
F -7.779 5.334 3.061
H -5.281 8.058 0.199
H -3.644 7.849 1.508
H -3.009 9.408 1.069
H -1.624 8.513 -0.495
H -1.920 6.962 0.240
H -3.954 6.896 -1.477
H -3.032 8.204 -2.226
H -1.022 6.664 -2.185
H -2.299 6.265 -3.315
H -0.886 3.667 -0.265
H 0.031 4.798 -1.302
H -1.307 2.177 -2.005
H -0.895 3.367 -3.257
H 1.257 2.729 -3.285
H 1.436 2.856 -1.548
H 1.800 0.394 -1.405
H -4.115 4.157 -2.323
H -3.256 3.009 -1.274
H -4.873 5.362 -0.478
H -3.447 4.851 0.517
H -6.715 3.241 1.282
H -6.135 4.873 1.220
H -7.429 6.947 4.155
C -0.927 -3.079 -3.097
Br 0.623 -2.658 -2.036
Br -1.833 -4.642 -2.420
Br -2.121 -1.580 -3.245
H -0.582 -3.307 -4.096
C 3.550 -6.103 -2.017
Br 2.357 -6.642 -3.425
Br 4.506 -4.504 -2.467
Br 2.652 -5.950 -0.320
H 4.286 -6.883 -1.914
C 2.405 -0.771 2.057
Br 1.416 -1.837 3.310
Br 2.919 -1.818 0.519
Br 1.441 0.816 1.546
H 3.312 -0.451 2.549
C 3.361 -5.630 -7.359
Br 4.463 -7.197 -7.156
Br 1.510 -5.995 -6.971
Br 4.025 -4.162 -6.306
H 3.414 -5.330 -8.395
C -1.194 7.187 4.466
Br -0.376 8.256 3.091
Br 0.072 6.677 5.821
Br -2.732 8.041 5.234
H -1.539 6.277 3.998
C 8.133 -2.501 -2.215
Br 6.636 -1.373 -2.661
Br 7.752 -3.674 -0.738
Br 8.761 -3.493 -3.736
H 8.933 -1.850 -1.898
C 11.908 -6.531 -3.641
Br 10.659 -7.033 -5.019
Br 12.893 -4.949 -4.118
Br 11.032 -6.335 -1.942
H 12.620 -7.336 -3.545
C -1.857 -3.884 4.672
Br -3.359 -4.898 5.316
Br -0.325 -4.076 5.825
Br -1.436 -4.319 2.846
H -2.143 -2.842 4.694
C 5.431 -9.370 -3.529
Br 4.242 -9.714 -5.000
Br 6.391 -7.720 -3.792
Br 4.500 -9.363 -1.851
H 6.163 -10.163 -3.491
C -2.265 0.505 -7.116
Br -1.435 1.243 -8.688
Br -1.181 0.755 -5.549
Br -4.044 1.194 -6.860
H -2.356 -0.559 -7.274
C 6.829 -6.931 1.749
Br 5.334 -7.941 2.413
Br 8.395 -7.160 2.852
Br 7.191 -7.326 -0.097
H 6.555 -5.886 1.802
C -2.547 1.161 2.741
Br -3.993 0.140 3.500
Br -0.961 1.034 3.835
Br -2.217 0.664 0.909
H -2.854 2.196 2.739
C 7.463 -1.517 3.113
Br 5.902 -1.472 1.980
Br 8.234 -3.282 3.189
Br 8.761 -0.196 2.596
H 7.139 -1.273 4.114
C 6.543 -5.824 6.186
Br 7.997 -5.494 7.401
Br 5.616 -7.455 6.610
Br 5.337 -4.325 6.096
H 6.974 -5.947 5.202
C -4.949 -6.894 -3.975
Br -6.213 -6.696 -5.411
Br -5.681 -7.903 -2.511
Br -3.288 -7.647 -4.590
H -4.729 -5.903 -3.603
C -10.282 9.471 4.600
Br -9.371 7.811 4.211
Br -11.963 9.166 5.481
Br -9.156 10.668 5.595
H -10.495 9.942 3.653
C 3.433 -12.773 -7.133
Br 2.361 -12.193 -8.622
Br 2.537 -14.120 -6.092
Br 5.179 -13.352 -7.695
H 3.575 -11.917 -6.491
C -2.135 3.734 7.541
Br -1.898 4.659 9.211
Br -0.747 2.437 7.235
Br -3.882 2.938 7.410
H -2.055 4.473 6.757
```